# 1
This record from the OMol25 dataset describes 12 unconnected molecules or ions with the total composition C27H47N13O25S at a distorted geometry. The level of theory is ωB97M-V/def2-TZVPD.

XYZ file:
```
113
Properties=species:S:1:pos:R:3
C 5.006 -1.773 -0.038
C 5.599 -0.907 -1.308
O 5.702 0.560 -1.019
C 4.618 -1.068 -2.612
C 3.271 -0.084 -2.494
C 3.253 1.483 -3.069
C 1.854 2.391 -2.962
O 1.770 3.790 -3.493
C 0.556 1.653 -2.257
C 0.588 0.094 -1.653
C 1.959 -0.798 -1.759
N -0.625 -0.558 -0.989
C -1.879 -0.397 -1.853
C -2.765 -1.766 -2.104
O -2.451 -3.100 -1.544
C -2.712 -3.111 -0.066
N -2.904 -3.106 1.237
C -4.121 -1.620 -3.068
C -4.570 -0.140 -3.696
C -3.695 1.258 -3.428
C -2.343 1.075 -2.498
S -1.145 2.509 -2.096
H 5.886 -1.849 0.761
H 4.031 -1.316 0.442
H 4.772 -2.869 -0.424
H 6.680 -1.321 -1.576
H 6.230 0.897 -1.826
H 4.251 -2.188 -2.799
H 5.128 -0.746 -3.641
H 4.206 1.991 -3.579
H 1.423 3.771 -4.446
H 1.953 -1.892 -1.337
H -0.446 -1.588 -0.833
H -4.747 -2.588 -3.287
H -5.526 -0.109 -4.371
H -3.977 2.305 -3.871
C 9.813 0.634 -3.379
N 8.587 0.321 -2.597
O 8.728 -0.344 -1.565
O 7.517 0.752 -3.043
H 10.676 0.195 -2.874
H 9.689 0.203 -4.375
H 9.906 1.721 -3.426
C -2.553 -0.142 2.167
N -2.948 1.266 1.895
O -3.077 1.600 0.712
O -3.118 1.997 2.879
H -2.438 -0.667 1.215
H -1.606 -0.120 2.711
H -3.344 -0.598 2.765
C 6.633 -4.093 3.296
N 5.818 -4.166 2.054
O 6.408 -4.005 0.979
O 4.608 -4.382 2.192
H 7.673 -3.899 3.025
H 6.235 -3.279 3.905
H 6.541 -5.054 3.807
C -7.701 0.300 -7.326
N -6.623 0.083 -6.323
O -6.756 -0.870 -5.546
O -5.673 0.875 -6.345
H -8.467 -0.466 -7.192
H -8.116 1.295 -7.153
H -7.249 0.225 -8.317
C -5.308 -5.187 -0.788
N -6.123 -5.259 -2.030
O -5.533 -5.098 -3.105
O -7.333 -5.476 -1.892
H -4.268 -4.993 -1.059
H -5.706 -4.373 -0.179
H -5.400 -6.148 -0.277
C 3.665 0.367 3.736
N 4.278 -0.951 4.055
O 5.328 -1.243 3.471
O 3.687 -1.655 4.882
H 4.287 0.877 2.997
H 2.667 0.178 3.335
H 3.618 0.942 4.663
C -0.093 5.827 -1.517
N -0.489 7.235 -1.788
O -0.618 7.569 -2.972
O -0.659 7.966 -0.805
H 0.021 5.303 -2.468
H 0.853 5.849 -0.973
H -0.885 5.371 -0.919
C -3.927 3.674 5.572
N -5.154 3.361 6.354
O -5.012 2.696 7.387
O -6.224 3.792 5.909
H -3.065 3.235 6.078
H -4.052 3.242 4.577
H -3.835 4.761 5.525
C -2.869 -1.316 6.337
N -1.728 -1.688 5.457
O -1.738 -2.823 4.968
O -0.856 -0.829 5.281
H -3.556 -2.162 6.402
H -2.460 -1.075 7.321
H -3.363 -0.451 5.889
C 5.531 -2.431 8.195
N 6.672 -2.803 7.314
O 6.662 -3.939 6.825
O 7.544 -1.944 7.139
H 4.844 -3.278 8.259
H 5.940 -2.190 9.179
H 5.037 -1.567 7.747
C -7.532 4.371 -4.433
N -8.066 3.649 -5.619
O -7.994 4.224 -6.711
O -8.542 2.525 -5.421
H -7.147 5.341 -4.753
H -8.355 4.497 -3.726
H -6.733 3.760 -4.008
```

Output
**Frontier orbital gap**: 7.1 eV
**LUMO energy**: -0.6 eV
**Multiplicity**: 1
**E_tot**: -4046.180804 a.u.
**Molar mass**: 985.81 g/mol
**SMILES**: C[C@H](O)Cc1cc(O)c2c(c1)Nc1c(OC#N)cccc1S2.C[N+](=O)[O-].C[N+](=O)[O-].C[N+](=O)[O-].C[N+](=O)[O-].C[N+](=O)[O-].C[N+](=O)[O-].C[N+](=O)[O-].C[N+](=O)[O-].C[N+](=O)[O-].C[N+](=O)[O-].C[N+](=O)[O-]

# 2
This record from the OMol25 dataset describes a molecular structure, C41H35BrN10O5SSr at a distorted geometry. The level of theory is ωB97M-V/def2-TZVPD.

XYZ file:
```
94
Properties=species:S:1:pos:R:3
Sr 0.367 -0.977 0.151
C 2.099 -3.777 1.676
C 0.692 -4.146 2.170
N -0.262 -3.086 1.843
C -1.483 -3.539 1.175
C -1.221 -4.004 -0.268
N -0.353 -3.077 -0.998
C 0.756 -3.686 -1.723
C 1.798 -4.222 -0.734
N 2.020 -3.247 0.327
H 2.752 -4.659 1.763
H 2.498 -2.999 2.325
H 0.734 -4.350 3.243
H 0.370 -5.070 1.684
H -0.511 -2.563 2.674
H -2.160 -2.688 1.143
H -1.980 -4.360 1.713
H -2.194 -4.112 -0.755
H -0.758 -4.993 -0.253
H -0.905 -2.513 -1.643
H 1.223 -2.902 -2.322
H 0.436 -4.495 -2.394
H 2.716 -4.466 -1.276
H 1.433 -5.150 -0.287
H 2.804 -2.650 0.098
S 2.684 2.156 7.711
N 3.564 1.280 6.680
C 2.826 1.095 5.602
C 3.225 0.387 4.410
C 4.499 -0.158 4.235
C 4.808 -0.755 3.035
C 3.822 -0.813 2.050
N 2.599 -0.344 2.215
C 2.292 0.268 3.364
C 0.952 0.859 3.476
N 0.106 0.675 2.453
C -1.076 1.269 2.490
C -1.486 2.092 3.541
C -0.648 2.255 4.617
C 0.595 1.617 4.603
C 1.538 1.708 5.691
N 1.342 2.337 6.834
H 5.219 -0.082 5.039
H 5.789 -1.167 2.847
H 4.035 -1.243 1.077
H -1.733 1.055 1.655
H -2.452 2.577 3.503
H -0.919 2.863 5.471
Br 1.606 7.640 -1.116
C 1.732 6.359 -2.517
C 0.906 6.475 -3.622
C 1.015 5.553 -4.647
C 1.915 4.489 -4.560
C 2.752 4.404 -3.441
C 2.665 5.339 -2.427
N 2.060 3.650 -5.676
N 2.261 2.418 -5.627
C 2.064 1.609 -4.510
C 3.019 0.613 -4.342
C 3.092 -0.159 -3.196
C 2.163 -0.023 -2.151
O 2.207 -0.727 -1.085
C 1.108 0.966 -2.340
N 0.204 1.076 -1.340
C -0.802 1.906 -1.486
C -1.038 2.612 -2.671
C -0.144 2.496 -3.701
C 1.024 1.725 -3.530
H 0.187 7.281 -3.683
H 0.391 5.635 -5.528
H 3.481 3.607 -3.376
H 3.310 5.268 -1.562
H 3.775 0.516 -5.113
H 3.886 -0.885 -3.070
H -1.493 1.985 -0.653
H -1.928 3.220 -2.769
H -0.338 2.974 -4.649
O -1.888 -0.901 -1.933
C -2.458 -0.742 -0.839
O -1.854 -0.619 0.273
C -3.969 -0.756 -0.803
C -4.698 -0.586 -1.970
C -6.091 -0.668 -1.979
C -6.705 -0.941 -0.782
O -8.041 -1.096 -0.523
C -8.147 -1.385 0.865
O -6.842 -1.369 1.427
C -5.981 -1.106 0.390
C -4.616 -1.009 0.416
H -4.158 -0.395 -2.888
H -6.667 -0.533 -2.884
H -8.596 -2.373 1.004
H -8.768 -0.628 1.354
H -4.049 -1.116 1.330
```

Output
**Energy above the lowest of the compared OMol25 structures with the same formula, charge and spin**: 62.7 kJ/mol
**Frontier orbital gap**: 5.8 eV
**LUMO energy**: -0.9 eV
**Multiplicity**: 1
**E_tot**: -5510.216643 a.u.
**Molar mass**: 947.39 g/mol

# 3
This record from the OMol25 dataset describes a molecular structure, C23H31AsGe2N2O5Sn. The level of theory is ωB97M-V/def2-TZVPD.

XYZ file:
```
65
Properties=species:S:1:pos:R:3
Sn -1.091 0.975 0.836
O 2.542 3.290 5.168
C 1.547 2.673 5.787
O 1.375 2.742 6.974
C 0.624 1.838 4.957
C -0.356 1.059 5.534
N -1.025 0.460 4.537
N -0.539 0.784 3.336
C 0.451 1.639 3.575
C 1.172 2.230 2.407
O 2.183 2.884 2.570
O 0.665 1.976 1.228
H 2.513 3.137 4.197
H -0.593 0.911 6.575
H -1.771 -0.211 4.610
C -1.091 1.801 -3.790
As -2.147 2.579 -2.413
C -3.975 2.099 -2.653
C -1.969 4.475 -2.490
O -1.637 2.035 -0.907
H -1.384 2.208 -4.757
H -1.235 0.722 -3.773
H -0.048 2.038 -3.587
H -4.272 2.246 -3.690
H -4.587 2.718 -2.000
H -4.080 1.050 -2.382
H -2.241 4.829 -3.484
H -0.934 4.734 -2.274
H -2.623 4.922 -1.745
C 3.452 -2.053 -1.801
Ge 2.632 -0.489 -0.974
C 3.584 0.064 0.626
C 2.490 0.972 -2.258
Ge 0.359 -1.063 -0.314
C 0.240 -2.312 1.182
C -0.959 -2.573 1.849
C -1.015 -3.498 2.880
C 0.134 -4.176 3.268
C 1.333 -3.926 2.620
C 1.385 -2.998 1.587
C -0.828 -1.590 -1.773
C -0.275 -1.876 -3.023
C -1.080 -2.239 -4.097
C -2.456 -2.305 -3.940
C -3.024 -2.017 -2.704
C -2.215 -1.661 -1.634
H 4.483 -1.787 -2.041
H 2.951 -2.340 -2.723
H 3.469 -2.910 -1.130
H 4.575 0.426 0.349
H 3.704 -0.770 1.318
H 3.054 0.869 1.128
H 3.483 1.346 -2.510
H 1.913 1.792 -1.829
H 2.009 0.629 -3.176
H -1.873 -2.062 1.559
H -1.955 -3.700 3.378
H 0.092 -4.898 4.072
H 2.230 -4.452 2.919
H 2.335 -2.817 1.098
H 0.797 -1.826 -3.170
H -0.631 -2.474 -5.054
H -3.086 -2.589 -4.773
H -4.097 -2.083 -2.574
H -2.683 -1.451 -0.677
```

Output
**Energy above the lowest of the compared OMol25 structures with the same formula, charge and spin**: 0.0 kJ/mol
**Charge**: +1
**Frontier orbital gap (spin up / spin down)**: 7.9 / 7.0 eV
**<S²>**: 0.761
**LUMO energy (spin up / spin down)**: -2.5 / -4.8 eV
**Multiplicity**: 2
**E_tot**: -7984.488054 a.u.
**Molar mass**: 754.36 g/mol

# 4
This record from the OMol25 dataset describes a molecular structure, C17H33GeIrNO3S2Se at a distorted geometry. The level of theory is ωB97M-V/def2-TZVPD.

XYZ file:
```
59
Properties=species:S:1:pos:R:3
Ir 0.196 -0.471 0.258
C -2.834 1.395 0.806
C -1.861 1.948 -0.267
C -1.723 3.442 -0.195
C -2.243 1.532 -1.649
O -0.528 1.393 -0.035
Ge 0.981 1.926 -0.985
O 0.656 0.187 -1.828
C 1.057 -0.561 -2.988
C 1.099 0.394 -4.130
C -0.002 -1.615 -3.239
C 2.444 -1.191 -2.704
O 1.867 0.843 0.490
C 2.521 1.469 1.595
C 3.155 0.370 2.415
C 3.562 2.390 0.962
C 1.529 2.443 2.459
H -3.603 2.112 1.089
H -3.348 0.447 0.555
H -2.264 1.228 1.764
H -2.639 3.969 0.066
H -1.087 3.701 0.638
H -1.353 3.837 -1.165
H -3.196 1.953 -1.959
H -1.492 1.850 -2.416
H -2.310 0.424 -1.666
H 0.095 0.676 -4.532
H 1.678 1.306 -3.982
H 1.596 -0.200 -4.967
H -1.020 -1.065 -3.430
H 0.268 -2.285 -4.090
H -0.099 -2.280 -2.340
H 3.259 -0.495 -2.342
H 2.236 -1.887 -1.908
H 2.859 -1.699 -3.584
H 3.884 -0.254 1.866
H 3.632 0.661 3.361
H 2.337 -0.352 2.697
H 4.032 1.850 0.071
H 3.204 3.381 0.671
H 4.390 2.616 1.687
H 0.742 1.805 2.831
H 2.114 2.984 3.229
H 1.114 3.145 1.692
C -2.142 -2.599 3.650
C -1.635 -1.930 2.422
S -0.322 -0.868 2.459
C -2.203 -2.313 1.193
C -3.039 -3.572 1.029
S -1.568 -1.611 -0.285
H -2.132 -1.806 4.420
H -1.452 -3.410 3.986
H -3.154 -2.964 3.425
H -3.773 -3.407 0.259
H -3.643 -3.664 1.969
H -2.587 -4.512 0.785
Se 1.652 -2.366 0.761
C 0.692 -3.703 -0.069
N 0.397 -4.594 -0.804
```

Output
**Charge**: +1
**Frontier orbital gap (spin up / spin down)**: 6.3 / 5.5 eV
**<S²>**: 6.025
**LUMO energy (spin up / spin down)**: -3.5 / -6.5 eV
**Multiplicity**: 5
**E_tot**: -6326.750706 a.u.
**Molar mass**: 707.38 g/mol